This record from OMol25 describes 6 unconnected molecules or ions with the total composition C38H65Br10N3O5S at a distorted geometry. The level of theory is wB97M-V/def2-TZVPD.

```
122
Properties=species:S:1:pos:R:3:mulliken_charge:R:1
H -3.812 5.206 2.702 0.324
H 5.424 -0.819 -11.042 0.253
H -5.836 -0.268 3.887 0.242
H 3.349 -0.009 4.833 0.470
Br -5.753 -6.510 0.467 -0.069
H -3.898 2.366 0.207 0.298
H -3.236 -5.590 0.738 0.036
C -0.587 1.237 -7.994 -0.565
H -7.245 2.990 1.938 0.447
C -5.014 -2.056 2.859 -0.899
H -5.662 2.204 -0.201 0.456
H 1.430 1.633 3.771 0.104
C 3.351 -0.157 1.446 -0.943
H -3.644 4.137 5.122 0.407
H 7.636 -1.789 -11.346 0.359
C 1.874 -1.366 3.258 1.760
H -7.350 1.351 1.123 0.387
Br 3.926 -2.582 -11.901 -0.120
Br 7.183 -4.215 -11.314 -0.138
C 5.518 -1.905 -11.006 -0.545
C 0.398 0.504 -8.870 -0.222
H -3.207 2.409 5.396 0.387
Br 2.634 3.443 5.731 -0.092
O -1.204 -3.011 1.644 -0.042
H 0.069 -0.521 -9.041 0.354
C 1.894 2.601 0.488 -0.440
C -5.313 1.869 1.929 2.064
H -2.900 4.188 1.420 0.311
N 4.004 -0.416 0.538 -0.644
H -0.206 -3.177 3.501 0.382
H 1.685 -2.254 1.238 0.497
C -1.646 -4.363 1.530 -0.414
H -1.994 4.759 2.853 0.387
H 3.424 5.803 4.148 0.389
O 4.780 1.848 -1.321 -0.445
H 4.898 -1.875 3.510 0.265
H -0.810 0.656 -7.099 0.336
H -4.650 -9.125 1.241 0.362
C -3.025 4.433 2.518 -1.626
H 3.748 1.587 -4.545 -0.166
C 0.847 -0.894 4.361 -0.290
H -7.286 1.447 2.962 0.317
S 3.722 3.061 -1.679 1.212
Br 4.529 0.558 -8.156 -0.182
N 3.667 0.312 3.913 -0.383
H -5.057 -10.237 -0.082 0.362
C 2.758 -2.481 3.942 -0.798
H -1.879 3.666 4.930 0.336
C 4.248 4.534 5.717 -0.609
Br 0.158 2.913 -7.338 -0.139
C 2.385 2.448 1.984 -0.648
C 3.860 0.910 -5.392 -0.044
H -3.099 -4.068 -0.186 0.213
H 5.464 -2.235 -9.970 0.363
H 3.516 2.444 2.092 0.137
H 4.157 -2.818 2.168 0.237
C 0.027 -3.063 2.405 -0.965
N 0.116 -0.612 5.200 -0.703
C 2.861 3.689 -0.203 -0.379
H -6.898 -8.647 0.009 0.315
H -5.126 3.698 0.626 0.281
H 0.817 2.896 0.393 0.312
H 2.327 4.648 -0.431 0.389
H 4.724 0.269 -5.227 0.402
C 4.361 5.336 4.446 -0.614
C -4.932 2.585 0.578 -1.862
H -2.380 1.783 1.651 0.101
C -3.297 3.048 3.252 1.950
H -5.473 3.482 3.437 0.390
H -3.421 -2.091 -0.289 0.129
H 0.753 0.964 2.194 -0.204
C -4.807 2.585 3.241 -1.283
C 1.702 1.229 2.753 -0.498
H 2.216 -3.474 3.887 0.455
H 3.668 3.958 0.540 0.005
C -3.079 -4.477 0.859 -0.290
C 3.928 1.684 -6.682 -0.322
H -2.474 1.020 3.329 0.284
H 2.055 1.653 -0.091 0.368
C 6.774 -2.351 -11.708 -0.576
C -4.830 -9.202 0.171 -0.600
H 4.392 1.016 -1.674 0.359
Br 4.941 4.226 2.951 -0.037
C -2.933 3.314 4.795 -1.671
H 2.051 3.391 2.517 0.310
H 4.152 5.194 6.578 0.366
H 4.668 2.480 -6.612 0.384
C 4.171 -2.710 3.283 -1.120
Br 2.286 -0.237 -5.337 -0.141
O -4.141 -4.021 1.712 -0.420
H -1.516 1.482 -8.504 0.412
H 2.920 -2.304 5.046 0.418
H -5.331 -2.697 3.713 0.352
O 2.800 2.672 -2.750 -0.605
C -5.923 -8.285 -0.315 -0.557
H 0.562 -4.020 2.107 0.408
H -4.964 1.914 4.141 0.246
H 1.408 0.493 -8.464 -0.035
H 2.971 2.109 -6.978 0.087
C -4.957 0.328 1.868 -0.054
C -4.320 -2.645 1.683 0.669
H 3.766 1.326 4.002 0.070
O 4.547 4.171 -2.174 -0.675
H 0.365 -1.033 1.664 0.157
C -6.917 1.907 1.998 -1.601
C -2.260 1.970 2.748 -1.272
C -4.247 -0.267 0.719 -0.219
H -5.928 -8.157 -1.395 0.365
H 6.716 -2.261 -12.790 0.380
Br 0.506 1.305 -10.642 -0.134
H -1.201 2.247 3.039 0.348
C -5.315 -0.620 2.955 -0.095
Br -3.138 -8.821 -0.718 -0.149
C -3.944 -1.717 0.621 -0.586
H 5.088 3.859 5.874 0.374
H -1.699 -4.926 2.504 0.286
H -3.903 0.340 -0.160 0.273
H 5.129 6.102 4.544 0.379
H 4.650 -3.633 3.729 0.412
C 2.681 -0.042 2.871 1.771
C 0.995 -1.875 2.049 -0.908
H -0.962 -4.962 0.844 0.379
```

gap between HOMO and LUMO	8.10	eV
HOMO energy	-0.2955	Ha
F_max	0.099	hartree/bohr